1.
73
Properties=species:S:1:pos:R:3:forces:R:3:lowdin_spin:R:1 method="wB97M-V/def2-TZVPD" total_charge=-1 multiplicity=2 s2=0.765 e_lumo_ev="1.9942 / 1.9944" relative_energy_kcal_mol=19.2 gap_ev="4.96 / 7.62"
Sr -0.315 -1.149 0.824 0.318 0.524 -0.452 0.00
O 0.158 5.743 3.230 -0.291 0.074 -0.280 0.00
C 1.124 4.980 3.072 -0.041 0.009 0.502 0.00
O 2.266 5.032 3.557 0.300 -0.144 -0.162 0.00
C 0.839 3.731 2.202 0.153 -0.135 -0.102 0.00
C 1.795 2.726 2.072 -0.293 0.264 -0.035 0.00
C 1.496 1.614 1.305 0.345 -0.528 -0.119 0.00
N 0.305 1.443 0.716 0.133 0.143 -0.029 0.00
C -0.583 2.444 0.759 0.038 -0.074 -0.033 0.00
C -0.353 3.593 1.506 0.012 -0.002 -0.080 0.00
C -1.806 2.262 -0.090 0.344 0.070 0.270 0.00
C -3.008 2.875 0.237 -0.100 -0.090 0.005 0.00
C -4.115 2.617 -0.554 0.045 0.027 0.019 0.00
C -3.972 1.787 -1.651 0.066 -0.058 -0.042 0.00
C -2.718 1.253 -1.915 -0.119 -0.067 0.129 0.00
N -1.656 1.477 -1.155 0.013 -0.079 0.017 0.00
C 2.531 0.543 1.005 -0.411 0.429 0.018 0.00
C 3.799 0.573 1.575 -0.009 -0.040 -0.003 0.00
C 4.725 -0.383 1.205 -0.030 -0.024 -0.029 0.00
C 4.371 -1.347 0.273 -0.037 0.016 -0.013 0.00
C 3.082 -1.316 -0.228 0.102 0.000 0.070 0.00
N 2.185 -0.399 0.119 -0.019 0.050 0.107 0.00
H 2.738 2.881 2.570 0.080 0.033 0.028 0.00
H -1.057 4.412 1.541 -0.034 0.036 0.047 0.00
H -3.082 3.501 1.114 -0.014 0.024 0.044 0.00
H -5.075 3.046 -0.306 -0.058 0.027 0.014 0.00
H -4.809 1.537 -2.284 -0.069 0.005 -0.043 0.00
H -2.566 0.586 -2.752 -0.001 -0.049 -0.111 0.00
H 4.056 1.331 2.297 0.011 0.029 0.045 0.00
H 5.713 -0.374 1.644 0.049 -0.017 0.003 0.00
H 5.061 -2.112 -0.052 0.036 -0.004 0.022 0.00
H 2.747 -2.067 -0.935 0.004 -0.030 -0.027 0.00
N -2.698 0.601 2.912 0.050 0.138 0.177 0.00
C -3.384 -0.248 2.091 0.022 0.099 0.140 0.02
N -4.630 -0.529 2.472 0.039 -0.056 -0.211 0.07
C -5.221 -1.421 1.655 -0.333 -0.044 0.178 0.03
N -6.529 -1.709 1.969 0.015 0.006 -0.066 0.01
N -4.713 -2.020 0.604 0.132 -0.023 -0.066 0.08
C -3.428 -1.683 0.297 -0.059 0.158 0.104 0.18
N -2.738 -0.745 1.047 -0.372 -0.094 -0.422 0.07
C -2.785 -2.378 -0.768 -0.121 -0.032 0.107 0.12
C -3.405 -3.534 -1.331 0.121 0.249 -0.035 0.06
C -2.736 -4.274 -2.253 0.016 -0.253 -0.198 0.05
C -1.439 -3.893 -2.673 -0.166 0.109 0.076 0.13
C -0.914 -2.760 -2.102 0.055 0.201 -0.060 0.01
N -1.521 -2.006 -1.180 -0.287 -0.217 -0.062 0.15
H -3.258 1.076 3.599 0.007 -0.017 0.010 0.00
H -1.910 1.118 2.558 -0.016 -0.024 -0.110 0.00
H -6.800 -1.496 2.914 0.015 -0.027 -0.034 0.00
H -6.887 -2.555 1.559 -0.005 0.009 0.041 0.00
H -4.385 -3.813 -0.981 -0.069 -0.001 0.019 0.00
H -3.192 -5.169 -2.659 -0.014 -0.006 -0.002 0.00
H -0.875 -4.452 -3.404 -0.004 -0.050 -0.045 0.01
H 0.068 -2.409 -2.414 0.052 -0.016 0.056 0.00
C -0.203 -6.482 5.199 -0.055 -0.141 -0.020 0.00
C -0.869 -5.207 4.737 -0.162 -0.063 -0.078 0.00
O 0.131 -4.257 4.361 -0.118 0.185 0.268 0.00
P 0.341 -3.770 2.852 0.145 0.142 -0.138 0.00
S 1.358 -2.053 2.999 0.075 -0.388 0.275 0.00
S -1.308 -3.793 1.773 0.269 -0.199 0.226 0.00
O 1.305 -4.917 2.250 -0.012 0.030 -0.056 0.00
C 2.595 -5.113 2.845 -0.070 -0.080 0.049 0.00
C 3.633 -5.092 1.751 0.121 0.057 -0.023 0.00
H -0.950 -7.245 5.424 -0.045 0.024 0.030 0.00
H 0.397 -6.318 6.092 0.055 0.055 0.035 0.00
H 0.444 -6.873 4.414 0.010 -0.003 -0.042 0.00
H -1.446 -4.735 5.535 -0.004 -0.095 -0.005 0.00
H -1.544 -5.389 3.892 0.118 0.024 0.140 0.00
H 2.569 -6.073 3.368 0.040 0.007 -0.060 0.00
H 2.786 -4.331 3.582 0.058 -0.019 -0.005 0.00
H 3.344 -5.754 0.936 -0.036 -0.061 -0.018 0.00
H 4.602 -5.417 2.133 0.052 0.000 0.045 0.00
H 3.740 -4.081 1.355 -0.046 0.005 -0.002 0.00

---

2.
48
Properties=species:S:1:pos:R:3:forces:R:3:nbo_charge:R:1 method="wB97M-V/def2-TZVPD" smiles="Cc1ccc(C(C)C)cc1C(=O)C[C@@]1(O)C(=O)N(C)c2ccccc21" e_lumo_ev=0.6729 relative_energy_kcal_mol=0.0 gap_ev=9.24
C -1.269 -3.545 0.569 0.037 0.020 -0.091 -0.64
C -1.888 -2.196 0.343 0.012 0.087 0.021 0.01
C -3.015 -2.085 -0.459 0.086 -0.017 0.021 -0.22
C -3.643 -0.871 -0.672 0.011 0.069 0.027 -0.15
C -3.188 0.279 -0.040 -0.009 0.019 0.132 -0.04
C -2.074 0.171 0.782 0.004 -0.120 0.010 -0.14
C -1.400 -1.035 0.946 -0.602 0.163 0.079 -0.19
C -0.161 -0.991 1.775 0.345 -0.299 -0.096 0.59
O -0.156 -0.660 2.935 -0.067 0.048 0.031 -0.51
C 1.129 -1.327 1.044 0.086 0.323 0.136 -0.52
H 1.941 -1.365 1.774 -0.089 -0.044 0.015 0.24
H 1.044 -2.290 0.542 0.038 -0.041 -0.049 0.24
C 1.488 -0.287 -0.054 0.127 -0.329 0.283 0.16
C 2.933 -0.479 -0.434 -0.039 0.212 -0.017 -0.08
C 3.559 -1.500 -1.109 -0.094 0.213 0.116 -0.17
C 4.939 -1.435 -1.273 0.151 -0.117 -0.072 -0.23
C 5.663 -0.375 -0.756 0.010 -0.092 -0.059 -0.18
C 5.039 0.662 -0.073 -0.160 0.158 0.140 -0.29
C 3.668 0.596 0.076 0.134 -0.544 -0.360 0.24
N 2.812 1.512 0.682 0.105 0.202 0.202 -0.43
C 1.514 1.123 0.570 -0.133 0.055 -0.156 0.68
O 0.548 1.780 0.884 -0.118 -0.027 0.005 -0.61
C 3.219 2.771 1.244 -0.017 0.129 0.082 -0.42
H 2.320 3.279 1.590 0.088 -0.005 -0.014 0.25
H 3.718 3.386 0.491 0.001 0.011 0.023 0.20
H 3.894 2.611 2.086 0.001 0.042 -0.016 0.21
H 5.610 1.487 0.322 0.062 0.105 0.044 0.22
H 6.734 -0.347 -0.888 0.086 -0.003 -0.017 0.22
H 5.450 -2.221 -1.807 0.061 -0.065 -0.047 0.22
H 2.989 -2.322 -1.513 -0.074 -0.124 -0.061 0.22
O 0.628 -0.358 -1.158 0.065 0.112 -0.187 -0.69
H -0.220 0.038 -0.907 -0.045 -0.037 0.014 0.49
H -1.692 1.045 1.288 0.023 0.077 0.040 0.24
C -3.801 1.643 -0.243 -0.055 0.063 -0.221 -0.24
C -5.262 1.602 -0.684 0.209 0.031 0.200 -0.60
H -5.354 1.221 -1.699 -0.056 -0.057 -0.120 0.20
H -5.680 2.606 -0.665 -0.060 0.070 -0.040 0.21
H -5.848 0.974 -0.017 -0.127 -0.057 0.013 0.21
C -2.952 2.411 -1.263 -0.107 0.043 0.228 -0.59
H -2.938 1.885 -2.215 -0.001 -0.056 -0.111 0.20
H -1.929 2.512 -0.907 0.135 0.029 -0.015 0.22
H -3.361 3.406 -1.422 -0.011 0.140 -0.062 0.21
H -3.746 2.176 0.713 0.009 -0.059 -0.042 0.21
H -4.504 -0.835 -1.320 -0.126 0.022 -0.066 0.20
H -3.410 -2.974 -0.930 -0.049 -0.106 -0.029 0.21
H -0.738 -3.584 1.517 0.049 -0.110 0.043 0.22
H -2.041 -4.311 0.574 0.011 -0.059 0.042 0.23
H -0.574 -3.786 -0.236 0.091 -0.077 0.005 0.22

---

3.
20
Properties=species:S:1:pos:R:3:forces:R:3:nbo_charge:R:1 method="wB97M-V/def2-TZVPD" total_charge=-1 e_lumo_ev="2.9048 / 2.9039" relative_energy_kcal_mol=101.9 gap_ev="7.40 / 7.40"
C 4.120 0.454 -0.473 0.199 0.099 0.048 -0.33
C 3.063 -0.318 -1.020 0.009 -0.220 -0.259 -0.43
C 3.581 1.260 0.492 0.442 0.211 0.155 -0.13
C 1.917 0.052 -0.373 -2.904 -0.440 0.629 0.08
C -2.757 -1.435 0.230 0.019 0.070 0.082 -0.31
C -1.511 -1.491 -0.411 0.220 -0.609 -0.353 -0.45
C -2.707 -0.326 1.104 -0.006 -0.601 0.501 -0.19
C -3.714 0.748 -0.508 -0.042 0.482 -0.802 0.99
C -0.850 -0.449 0.191 1.147 0.917 0.653 0.44
N -1.458 0.237 1.103 1.580 -0.050 -0.679 -0.56
N 2.241 0.998 0.542 -0.143 0.091 0.085 -0.58
O -4.820 0.740 -0.118 -1.182 -0.136 0.599 -0.62
O -2.865 1.054 -1.247 0.627 0.209 -0.402 -0.56
H 5.155 0.408 -0.766 0.144 0.064 0.026 0.20
H 3.161 -1.049 -1.801 -0.085 -0.113 -0.089 0.20
H 4.045 1.979 1.144 0.039 0.107 0.064 0.19
H -3.601 -2.080 0.050 -0.086 -0.028 -0.011 0.21
H -1.165 -2.159 -1.173 0.041 -0.024 -0.121 0.22
H -3.406 -0.060 1.881 -0.055 0.054 -0.053 0.21
H 1.572 1.435 1.152 0.036 -0.083 -0.073 0.41

---

4.
35
Properties=species:S:1:pos:R:3:forces:R:3:nbo_charge:R:1 method="wB97M-V/def2-TZVPD" total_charge=-1 e_lumo_ev=1.9642 gap_ev=6.30
C -1.454 3.786 3.184 -0.648 0.150 -0.193 -0.63
C -2.317 2.373 3.097 0.740 0.299 -0.841 -0.40
C -1.342 1.058 3.445 -1.912 0.808 0.981 -0.62
B -1.287 0.175 2.050 1.910 -0.088 0.919 -0.14
C 0.061 -0.814 1.950 0.522 -0.285 -0.814 -0.61
C 0.203 -1.155 0.320 -0.127 0.085 1.470 -0.42
C 1.301 -2.328 -0.006 -0.392 0.323 -1.429 -0.42
C 1.787 -2.084 -1.586 -1.146 -0.007 0.835 -0.08
O 2.653 -0.883 -1.614 0.098 -1.598 -1.738 -0.58
C 3.292 -0.728 -2.932 0.309 0.406 0.121 -0.27
H -1.543 4.231 4.265 0.397 -0.727 -2.026 0.19
H -1.882 4.582 2.410 0.803 -1.524 1.707 0.18
H -0.320 3.635 2.894 -2.336 0.087 0.694 0.21
H -2.669 2.294 1.959 0.769 -0.029 2.484 0.20
H -3.303 2.387 3.736 1.972 0.269 -0.965 0.17
H -1.947 0.464 4.286 1.586 1.166 -1.330 0.17
H -0.288 1.395 3.846 -2.044 -0.466 -0.585 0.18
H -2.275 -0.457 1.854 -0.830 -0.456 -0.017 -0.07
H -1.143 0.960 1.157 0.031 0.613 -0.688 -0.09
H -0.079 -1.777 2.604 0.510 1.369 -1.308 0.17
H 1.030 -0.241 2.332 -1.689 -1.260 -0.848 0.17
H 0.453 -0.122 -0.215 -0.323 -2.380 1.062 0.21
H -0.897 -1.464 -0.021 2.451 0.465 0.490 0.20
H 2.232 -2.322 0.711 -1.828 0.192 -1.442 0.21
H 0.785 -3.396 0.070 1.110 2.201 -0.207 0.19
H 2.300 -3.046 -2.051 -0.735 2.010 0.846 0.16
H 0.820 -1.796 -2.212 1.851 -0.911 1.174 0.17
H 2.930 0.261 -3.487 0.441 -2.169 1.132 0.18
H 3.068 -1.686 -3.572 0.657 1.988 0.988 0.18
H 4.444 -0.578 -2.740 -2.154 -0.512 -0.498 0.18
C -0.922 -0.545 -5.147 0.021 0.127 0.314 -0.21
Cl -2.358 -1.570 -4.900 0.348 0.232 -0.078 0.05
Cl -1.132 0.426 -6.626 0.037 -0.196 0.229 0.03
Cl -0.720 0.540 -3.748 -0.047 -0.401 -0.414 0.08
Cl 0.522 -1.575 -5.312 -0.354 0.220 -0.028 0.05

---

no.,electronic energy (Eh),M (g mol⁻¹),maximum force (eV Å⁻¹)
1,-3046.40150,737.319,0.76
2,-1094.54059,337.419,0.67
3,-607.02148,175.167,3.00
4,-2295.61673,296.882,2.63